[1]
{
  "formula": "H4N2O2S2",
  "method": "the ωB97M-V functional and the def2-TZVPD basis",
  "relative_energy_ev": 2.0099,
  "lumo_energy_ev": [-0.86, -0.86],
  "gap_ev": [8.071, 8.070],
  "total_energy_ha": -1058.633628,
  "elements": ["N", "N", "O", "O", "S", "S", "H", "H", "H", "H"],
  "xyz": [[0.00701, -0.80298, -0.41226], [0.47444, 1.82450, 0.22637], [3.05122, -1.56935, -0.38135], [2.81052, 1.90309, 0.70488], [2.11123, -0.92864, 0.53477], [2.01548, 1.23190, -0.27170], [-0.48155, -1.45784, 0.20679], [0.10637, -1.37729, -1.22916], [-0.30742, 1.95876, -0.38262], [0.52499, 2.24005, 1.12867]],
  "mulliken_charge": [-0.663, -0.414, -0.448, -0.537, 0.501, 0.596, 0.233, 0.247, 0.229, 0.257]
}

=====

[2]
{
  "formula": "H4N2O2Si",
  "method": "the ωB97M-V functional and the def2-TZVPD basis",
  "relative_energy_ev": 0.3934,
  "lumo_energy_ev": 0.31,
  "smiles": "N[SiH2][N+](=O)[O-]",
  "gap_ev": 10.687,
  "total_energy_ha": -551.801088,
  "elements": ["N", "Si", "N", "O", "O", "H", "H", "H", "H"],
  "xyz": [[-0.29921, 1.25381, -0.76436], [0.43599, -0.28551, -0.51373], [-0.02537, -0.63559, 1.31467], [-0.48171, 0.21935, 2.02517], [0.42690, -1.66717, 1.69629], [-0.55203, 1.37979, -1.70480], [-0.99318, 1.62344, -0.11738], [1.77850, -0.81016, -0.41471], [-0.28990, -1.07796, -1.52115]],
  "mulliken_charge": [-0.474, 0.455, 0.803, -0.561, -0.562, 0.238, 0.282, -0.077, -0.103]
}